# 1
C29H51O16V | wB97M-V/def2-TZVPD

Values from the calculation:
Gap between HOMO and LUMO (spin up / spin down): 3.55 / 3.68 eV
⟨S²⟩: 0.7987
Electronic energy: -3283.0093 a.u.
Spin multiplicity: 2
Net charge: +1
Strongest force on any atom: 6.73 eV/A
E_HOMO (spin up / spin down): -11.87 / -11.87 eV

Each line ends with the Mulliken spin population.
Atoms and positions in Å:
O: 2.5839 -2.7262 3.3526  -0.25
V: 2.9917 -1.2221 3.5267  1.14
C: 0.6174 -0.0279 1.1550  0.01
O: 1.3514 -0.3039 2.3413  0.10
H: 0.0891 -0.8970 0.7632  0.00
H: -0.0288 0.8433 1.2625  0.00
H: 1.2506 0.2301 0.3061  0.01
O: 1.3194 -7.3840 2.3209  0.00
C: 1.8414 -7.4134 1.2839  0.00
O: 1.4361 -6.6838 0.2542  0.00
C: 0.4139 -5.6606 0.2419  0.00
C: 0.8018 -4.4082 0.9900  0.00
C: 2.9165 -8.4542 0.8950  0.00
H: -0.5010 -6.0177 0.7147  0.00
H: 0.2017 -5.3974 -0.7943  0.00
H: -0.0779 -3.7740 1.0996  0.00
H: 1.6398 -3.8579 0.5622  0.00
H: 1.0525 -4.7659 1.9887  0.00
H: 3.6153 -8.1057 0.1346  0.00
H: 2.4641 -9.3545 0.4793  0.00
H: 3.5119 -8.7006 1.7742  0.00
O: -0.1425 1.6504 -2.4515  0.00
C: 0.0634 2.8317 -2.4193  0.00
O: 0.5065 3.6542 -3.3944  0.00
C: 0.8121 3.1303 -4.7029  0.00
C: 2.2882 2.9314 -4.7729  0.00
C: -0.1595 3.6351 -1.1319  0.00
H: 0.5471 3.7534 -5.5571  0.00
H: 0.3141 2.1762 -4.8758  0.00
H: 2.5096 2.1862 -5.5369  0.00
H: 2.8349 2.5793 -3.8980  0.00
H: 2.7849 3.8449 -5.0998  0.00
H: -0.5882 4.6141 -1.3461  0.00
H: 0.8125 3.8202 -0.6748  0.00
H: -0.8151 3.0408 -0.4954  0.00
O: -4.5323 0.1398 -2.0371  0.00
C: -3.8604 0.9696 -1.4516  0.00
O: -3.6778 2.2590 -1.8010  0.00
C: -4.2418 2.7433 -3.0286  0.00
C: -3.5301 2.1553 -4.2376  0.00
C: -3.2731 0.6614 -0.0999  0.00
H: -4.2418 3.8331 -3.0125  0.00
H: -5.3003 2.4859 -3.0643  0.00
H: -3.5472 1.0675 -4.3045  0.00
H: -2.4672 2.3970 -4.2378  0.00
H: -3.9387 2.5188 -5.1805  0.00
H: -4.0045 0.1275 0.5070  0.00
H: -2.9708 1.5503 0.4538  0.00
H: -2.4245 -0.0190 -0.1699  0.00
O: -0.1236 -4.4275 -4.3947  0.00
C: -0.4857 -3.5948 -3.5545  0.00
O: 0.3728 -3.1085 -2.6380  0.00
C: -0.2323 -2.0795 -1.8620  0.00
C: -1.3479 -1.5862 -2.8255  0.00
C: -1.7923 -2.8214 -3.5462  0.00
H: 0.3493 -1.1734 -1.6918  0.00
H: -0.5879 -2.4980 -0.9205  0.00
H: -0.9104 -0.8455 -3.4950  0.00
H: -2.0546 -0.9891 -2.2492  0.00
H: -2.1581 -2.6600 -4.5602  0.00
H: -2.4180 -3.4967 -2.9626  0.00
O: -4.7146 0.1138 3.0633  0.00
C: -3.7876 -0.6281 3.3979  0.00
O: -3.6349 -1.8608 2.9355  0.00
C: -2.4248 -2.4467 3.4461  0.00
C: -2.0593 -1.4848 4.6095  0.00
C: -2.6629 -0.1381 4.2624  0.00
H: -1.5984 -2.3536 2.7414  0.00
H: -2.5650 -3.4674 3.8018  0.00
H: -0.9774 -1.3937 4.7064  0.00
H: -2.4817 -1.9676 5.4908  0.00
H: -2.0195 0.4132 3.5766  0.00
H: -2.9083 0.4785 5.1271  0.00
O: 1.0917 5.6498 2.8265  0.00
C: 0.7770 4.6118 3.3985  0.00
O: 0.5603 4.6385 4.7579  0.00
C: 0.2070 3.3649 5.2746  0.00
C: -0.3123 2.7059 4.0259  0.00
C: 0.4628 3.2468 2.8231  0.00
H: -0.4679 3.4345 6.1276  0.00
H: 1.0765 2.8103 5.6274  0.00
H: -1.3834 2.7704 3.8343  0.00
H: -0.1543 1.6367 4.1672  0.00
H: -0.1478 3.2611 1.9203  0.00
H: 1.4261 2.7858 2.6049  0.00
O: 5.9747 4.1356 -1.6333  0.00
C: 5.1907 3.4622 -1.0420  0.00
O: 4.3302 4.0082 -0.1632  0.00
C: 3.4231 3.0265 0.3699  0.00
C: 3.6072 1.8514 -0.6106  0.00
C: 4.9965 1.9558 -1.1051  0.00
H: 2.3929 3.3811 0.3371  0.00
H: 3.6961 2.8350 1.4076  0.00
H: 2.8561 1.9502 -1.3943  0.00
H: 3.4940 0.8874 -0.1146  0.00
H: 5.1887 1.5169 -2.0841  0.00
H: 5.6889 1.4329 -0.4454  0.00

***

# 2
C29H52IN13O3ReSi4Te | wB97M-V/def2-TZVPD

Values from the calculation:
Gap between HOMO and LUMO (spin up / spin down): 5.54 / 6.13 eV
⟨S²⟩: 3.7790
Electronic energy: -3875.7245 a.u.
Spin multiplicity: 4
Net charge: 0
Strongest force on any atom: 4.24 eV/A
E_HOMO (spin up / spin down): -6.25 / -6.85 eV

Each line ends with the Mulliken spin population.
Atoms and positions in Å:
Re: -0.2847 0.1880 -1.5884  2.48
N: -3.0187 -2.0048 -1.2536  0.02
C: -3.1919 -0.9195 -2.0675  0.02
N: -4.2627 -0.7123 -2.8382  0.00
N: -4.0474 0.5617 -3.3480  0.03
N: -2.8859 1.0422 -2.9878  0.00
N: -2.2567 0.0927 -2.2199  -0.01
C: -1.9999 -2.0641 -0.3761  0.00
N: -2.1669 -2.8065 0.6869  0.00
N: -1.0533 -2.6842 1.3773  0.02
N: -0.1793 -1.8751 0.7390  0.00
N: -0.8443 -1.4111 -0.3463  -0.02
H: -3.7825 -2.6982 -1.1877  0.00
O: 1.4737 -0.2001 -0.9250  0.01
C: 2.5326 0.2265 -1.8275  0.05
C: 2.0429 1.2477 -2.8376  0.02
C: 2.9250 1.8855 -3.6645  -0.01
C: 2.4958 2.7268 -4.7173  0.01
C: 1.1593 2.8253 -4.9119  -0.01
C: 0.3099 2.0911 -4.0600  0.00
N: 0.7243 1.3536 -3.0688  0.02
H: 5.0647 -2.1187 -0.1242  0.00
H: 3.1494 -0.5679 -2.2363  0.01
H: 3.3278 0.6800 -1.2148  0.00
H: 3.9999 1.7165 -3.5221  0.00
H: 3.1224 3.3616 -5.3334  0.00
H: 0.7307 3.6035 -5.5963  0.00
H: -0.7570 2.1469 -4.1601  0.00
I: 1.0828 -7.4579 -6.4269  0.00
C: 0.6543 -5.4759 -5.8195  0.00
C: -0.0537 -4.5886 -6.6001  0.00
C: -0.3582 -3.3229 -6.0978  0.00
C: -0.1167 -3.0221 -4.7442  -0.01
C: 0.7503 -3.8378 -4.0169  0.00
C: 1.1470 -5.0535 -4.5890  0.00
C: -0.5660 -1.7068 -4.2529  0.01
O: -1.3209 -0.9834 -4.9778  0.02
O: -0.1485 -1.3894 -2.9994  0.03
H: -0.3854 -4.8404 -7.5875  0.00
H: -0.8983 -2.6049 -6.7478  0.00
H: 0.9877 -3.5741 -2.9768  0.00
H: 1.8445 -5.7011 -4.0672  0.00
C: -3.9255 -0.0820 2.3526  0.01
Si: -4.2286 1.7614 2.0089  0.00
C: -5.2150 2.4143 3.4850  0.01
C: -5.1148 2.0467 0.4188  0.01
Si: -2.2040 2.9012 1.9452  0.09
Te: -0.9130 2.1966 -0.2292  0.18
Si: -0.6620 2.3958 3.6069  0.00
C: -0.5095 0.4662 3.7139  0.01
C: 0.9713 3.0721 2.9077  0.01
C: -0.8605 2.9306 5.4026  0.01
Si: -2.3237 5.2238 1.5273  0.01
C: -0.7507 5.9365 0.7850  0.01
C: -2.5693 6.2375 3.1888  0.00
C: -3.8947 5.7938 0.6071  0.00
H: -4.8757 -0.5963 2.4986  0.00
H: -3.2279 -0.2731 3.1575  0.00
H: -3.4324 -0.4225 1.4423  -0.01
H: -5.0773 3.5028 3.6704  0.00
H: -4.9496 1.9854 4.4836  0.00
H: -6.3291 2.1681 3.2456  0.00
H: -4.7999 1.4135 -0.3972  0.00
H: -5.0063 3.0896 0.0484  0.00
H: -6.1729 1.9223 0.6727  0.00
H: -1.2209 -0.0666 4.3514  0.00
H: 0.4977 0.3604 4.1661  0.00
H: -0.4789 -0.0489 2.7661  -0.01
H: 1.4619 2.2113 2.4295  0.00
H: 1.5515 3.5617 3.7131  0.00
H: 0.7014 3.9049 2.1721  0.00
H: -1.3265 3.9430 5.5745  0.00
H: 0.2019 2.9597 5.8566  0.00
H: -1.5753 2.2198 5.8199  0.00
H: -0.9313 6.7617 0.1416  0.00
H: -0.1062 5.1260 0.2803  0.01
H: -0.2307 6.3850 1.6483  0.00
H: -2.5912 7.2870 2.7768  0.00
H: -1.6182 6.0993 3.7180  0.00
H: -3.4625 6.0920 3.8164  0.00
H: -3.7470 5.4588 -0.4774  0.00
H: -3.8965 6.8949 0.5352  0.00
H: -4.9097 5.4543 0.7912  0.00
C: 6.4236 -4.1341 0.0647  0.00
N: 5.4567 -4.2957 1.1801  0.00
C: 6.0388 -4.9205 2.3861  0.00
C: 4.3779 -3.4535 1.1795  0.00
N: 4.3309 -2.3808 0.4430  0.00
N: 3.3700 -3.7054 2.0001  0.00
C: 2.5728 -2.6013 2.4966  0.00
C: 2.8260 -4.9937 2.4374  0.00
H: 7.2303 -4.8980 0.2131  0.00
H: 6.9027 -3.1691 0.1133  0.00
H: 5.9921 -4.2125 -0.9469  0.00
H: 5.6532 -5.9332 2.4377  0.00
H: 5.9096 -4.3412 3.2785  0.00
H: 7.1223 -4.9844 2.0443  0.00
H: 3.4092 -1.9405 0.1998  0.00
H: 1.6530 -2.4669 1.8629  0.00
H: 3.1370 -1.6723 2.5172  0.00
H: 2.2652 -2.7878 3.5068  0.00
H: 3.3144 -5.8218 1.8754  0.00
H: 1.8151 -5.0196 2.1346  0.00
H: 3.0047 -5.0848 3.4677  0.00

***

Energy above the lowest of the compared OMol25 structures with the same formula, charge and spin in kJ/mol, matching the order above: 442.24; 203.84